# 1
DFT (the ωB97M-V functional and the def2-TZVPD basis) results for a structure of composition C25H17N6O4Pb at a distorted geometry.

- M: 672.65 g/mol
- ΔE to the lowest compared entry with this formula, charge and spin: 27.8 kJ/mol
- E: -48575.405 eV
- Largest force on an atom: 2.827 eV/Å
- Charge: +1

Geometry (Å):
Pb 12.989 12.117 6.744
C 15.371 10.464 10.543
C 14.401 10.171 11.488
C 13.089 10.276 11.138
C 12.747 10.749 9.887
N 13.674 11.042 8.936
C 14.948 10.929 9.330
N 11.375 10.894 9.651
C 10.853 11.806 8.930
N 11.536 12.840 8.376
C 10.625 13.767 7.868
N 10.776 14.939 7.359
C 12.043 15.426 7.256
C 12.092 16.787 7.372
C 13.284 17.424 7.271
C 14.480 16.656 7.103
C 14.319 15.285 6.988
N 13.108 14.676 7.043
C 9.263 13.250 8.034
C 8.073 13.844 7.785
C 6.965 13.235 8.372
C 7.037 11.987 9.025
C 8.245 11.379 9.223
C 9.390 12.031 8.748
H 16.429 10.370 10.703
H 14.616 9.791 12.505
H 12.315 10.164 11.847
H 15.688 11.153 8.572
H 11.179 17.298 7.460
H 13.298 18.531 7.399
H 15.522 17.117 7.115
H 15.206 14.708 6.717
H 8.046 14.745 7.143
H 5.964 13.641 8.248
H 6.111 11.513 9.334
H 8.420 10.462 9.804
O 8.890 9.191 6.293
C 10.124 9.732 6.290
O 10.314 10.921 6.118
C 11.266 8.789 6.561
C 10.986 7.467 6.851
C 12.048 6.685 7.263
C 13.329 7.200 7.085
C 13.494 8.497 6.624
N 12.470 9.345 6.506
C 14.800 9.136 6.272
O 15.724 8.334 5.715
O 15.046 10.290 6.419
H 8.183 9.884 6.148
H 9.969 7.134 6.981
H 11.913 5.787 7.765
H 14.145 6.615 7.386
H 15.548 7.370 5.745

Cartesian forces, eV/Å:
-0.1 0.2 0.3
0.1 0.2 0.2
0.4 -0.9 1.1
0.4 0.6 -0.1
-1.2 0.8 -1.4
-0.5 0.1 1.0
0.5 -0.2 -1.1
0.3 -1.5 0.1
-0.7 0.4 0.7
0.5 1.1 -1.3
-0.9 -0.2 -0.5
-0.2 -1.7 0.2
0.0 0.0 0.0
1.0 0.8 -0.5
1.7 1.0 0.5
0.2 0.8 0.4
0.0 0.8 -0.5
1.5 -0.3 -0.2
1.5 -1.9 1.5
-1.1 0.8 -0.3
-0.8 -0.6 -0.6
-0.7 0.9 -0.4
2.3 -0.7 0.4
-0.9 0.9 -0.3
0.2 0.0 0.3
0.2 0.4 -0.7
-0.7 -0.4 0.5
0.0 0.1 0.0
-0.9 0.6 0.2
0.3 -1.0 -0.3
-1.7 -0.7 -0.2
-0.4 -0.3 0.3
-0.2 -0.5 0.8
0.2 0.2 -0.1
0.1 0.1 0.2
-0.5 0.3 -0.3
0.1 0.5 -0.1
-0.7 1.5 0.1
0.1 -0.7 0.0
-1.1 0.4 -0.4
0.3 -0.2 1.0
0.6 1.9 -0.8
-0.9 0.4 -0.3
-0.5 0.5 0.4
-0.2 -0.9 -0.5
0.8 -1.7 -0.2
0.1 -0.4 0.2
0.0 0.9 -0.1
1.3 -0.7 0.2
-0.1 0.0 -0.3
-0.3 -1.7 0.5
1.2 -0.7 0.2
-0.3 0.8 0.0

***

# 2
DFT (the ωB97M-V functional and the def2-TZVPD basis) results for a structure of composition C25H18AuN3PSe at a distorted geometry.

- M: 667.34 g/mol
- ΔE to the lowest compared entry with this formula, charge and spin: 104.8 kJ/mol
- E: -109003.444 eV
- Multiplicity: 3
- Largest force on an atom: 4.618 eV/Å
- Charge: +1

Geometry (Å):
Au 7.251 6.855 13.792
C 12.703 9.128 10.324
C 11.849 10.195 10.389
C 10.948 10.419 11.464
C 10.960 9.418 12.513
C 11.847 8.324 12.470
C 12.708 8.224 11.428
P 9.652 9.552 13.679
C 8.044 9.862 12.891
C 6.984 9.976 13.768
C 5.777 10.139 13.153
C 5.622 10.288 11.737
C 6.746 10.266 10.897
C 7.974 10.023 11.474
C 9.701 8.474 15.120
C 10.790 8.763 16.036
C 10.721 8.066 17.236
C 9.809 7.103 17.549
C 8.773 6.751 16.596
C 8.705 7.531 15.462
H 13.322 8.907 9.431
H 11.836 10.838 9.533
H 10.304 11.294 11.537
H 11.778 7.608 13.315
H 13.373 7.335 11.392
H 7.119 9.769 14.809
H 4.859 10.093 13.785
H 4.680 10.370 11.294
H 6.613 10.253 9.829
H 8.871 9.902 10.844
H 11.524 9.523 15.907
H 11.579 8.221 17.947
H 9.912 6.552 18.526
H 7.900 6.141 16.883
N 4.606 7.021 15.369
C 5.574 6.937 14.780
Se 10.066 5.167 13.492
N 8.832 6.286 12.646
C 9.153 6.411 11.363
C 8.635 7.288 10.388
C 9.270 7.498 9.244
C 10.372 6.677 8.850
C 10.927 5.725 9.737
C 10.371 5.640 11.016
N 10.959 4.997 11.994
H 7.677 7.745 10.561
H 8.828 8.160 8.504
H 10.669 6.687 7.832
H 11.670 5.094 9.373

Cartesian forces, eV/Å:
0.0 -0.3 0.5
0.2 -1.6 1.2
-1.2 0.9 0.2
1.7 -1.8 0.7
-0.4 1.3 -1.5
-1.0 0.5 1.5
1.5 -1.1 -1.7
-0.7 0.0 0.1
2.6 0.0 -0.7
-0.1 -0.3 -1.2
-2.8 0.3 -0.6
2.1 -0.2 1.7
-0.7 -0.6 0.9
0.4 0.0 0.7
1.1 0.7 0.5
-2.9 -1.4 -0.3
3.0 0.6 0.8
-1.7 -2.0 -0.2
0.3 1.5 1.7
0.3 -0.1 -1.1
-0.4 0.4 0.8
-0.1 0.6 -0.2
0.3 -0.2 -0.2
0.4 0.4 -0.9
-0.4 0.8 0.0
-0.2 0.2 0.5
0.8 0.2 -0.7
-1.4 0.2 -0.3
0.1 0.3 -0.2
-0.8 0.1 0.6
0.4 0.4 -0.4
-1.1 0.0 -0.6
-0.3 0.7 -1.2
0.8 -0.1 -0.2
-1.8 0.1 1.1
1.2 0.3 -0.8
-0.9 0.9 -1.1
1.1 -0.5 -0.5
1.9 -1.0 0.9
-1.8 0.1 1.3
0.5 -0.6 -1.6
0.7 -1.9 2.2
-2.1 3.0 -2.8
-0.4 0.6 1.2
0.0 -0.6 0.2
-0.1 0.2 0.2
0.1 0.0 0.1
0.5 0.2 -0.7
1.2 -1.0 -0.2

***

# 3
DFT (the ωB97M-V functional and the def2-TZVPD basis) results for a structure of composition C25H18BrClCrN3O2.

- M: 559.79 g/mol
- ΔE to the lowest compared entry with this formula, charge and spin: 20.5 kJ/mol
- E: -145756.510 eV
- Multiplicity: 4
- Largest force on an atom: 0.865 eV/Å
- Charge: +2

Geometry (Å):
Cr -0.141 0.068 -0.173
C -5.436 1.173 1.245
C -4.046 1.692 1.006
C -3.745 3.051 0.990
C -2.449 3.491 0.752
C -1.496 2.528 0.544
Br 0.318 2.934 0.215
N -1.741 1.225 0.547
C -3.003 0.813 0.765
H -6.107 1.974 1.544
H -5.440 0.414 2.027
H -5.834 0.717 0.337
H -4.528 3.779 1.163
H -2.190 4.540 0.731
H -3.170 -0.256 0.727
C 4.102 0.807 -1.170
C 2.727 0.983 -1.026
N 1.930 0.041 -0.530
C 2.505 -1.141 -0.151
C 3.862 -1.407 -0.269
C 4.674 -0.385 -0.798
C 4.361 -2.690 0.151
C 3.529 -3.628 0.654
C 2.121 -3.364 0.793
C 1.181 -4.301 1.271
C -0.150 -3.965 1.317
C -0.553 -2.691 0.909
N 0.322 -1.785 0.502
C 1.637 -2.121 0.419
H 4.693 1.613 -1.582
H 2.267 1.900 -1.367
H 5.739 -0.547 -0.909
H 5.420 -2.890 0.049
H 3.908 -4.596 0.956
H 1.512 -5.286 1.578
H -0.898 -4.669 1.653
H -1.597 -2.409 0.900
Cl -0.814 2.606 -6.820
C -1.172 1.558 -5.504
C -0.378 1.599 -4.367
C -0.678 0.754 -3.313
C -1.746 -0.124 -3.372
C -2.523 -0.163 -4.525
C -2.243 0.677 -5.589
C -2.101 -1.021 -2.242
O -2.938 -1.875 -2.301
O -1.465 -0.812 -1.070
H 0.463 2.278 -4.326
H -0.010 0.781 -2.457
H -3.350 -0.858 -4.571
H -2.847 0.654 -6.485

Cartesian forces, eV/Å:
-0.3 -0.1 -0.6
0.1 0.0 0.0
-0.1 -0.1 0.0
0.0 0.0 0.0
0.0 0.1 0.0
-0.1 0.1 0.2
0.1 -0.1 0.0
-0.2 -0.4 0.0
0.1 -0.1 0.0
0.0 0.0 0.0
0.0 0.0 0.0
0.0 0.0 0.0
0.0 0.0 0.0
0.0 0.0 0.0
0.0 0.0 0.0
0.0 0.0 0.0
0.0 -0.1 -0.3
-0.1 -0.3 0.0
-0.3 0.1 0.3
0.3 -0.1 0.0
0.0 0.0 0.0
0.0 0.0 0.0
0.0 0.0 0.0
0.1 -0.2 0.1
0.0 0.0 0.0
0.0 0.0 0.0
0.0 -0.1 0.1
0.0 0.2 0.2
-0.1 0.3 -0.3
0.0 0.0 0.0
0.0 0.0 0.0
0.0 0.0 0.0
0.0 0.0 0.0
0.0 0.0 0.0
0.0 0.0 0.0
0.0 0.0 0.0
0.0 0.0 0.0
0.0 0.0 0.0
0.0 0.0 0.0
0.0 0.0 0.1
0.2 0.3 -0.2
0.0 -0.1 0.2
-0.1 0.0 -0.1
0.0 0.0 0.0
-0.3 0.1 -0.4
0.0 0.0 0.1
0.7 0.2 0.4
0.0 0.0 0.0
0.1 0.0 0.2
0.0 0.0 0.0
0.0 0.0 0.0

***

# 4
DFT (the ωB97M-V functional and the def2-TZVPD basis) results for a structure of composition C25H18F10HfN3O2 at a distorted geometry.

- M: 760.91 g/mol
- ΔE to the lowest compared entry with this formula, charge and spin: 101.0 kJ/mol
- E: -63259.119 eV
- Largest force on an atom: 2.246 eV/Å
- Charge: +1

Geometry (Å):
Hf 0.053 0.503 0.516
C 0.263 2.612 2.740
N -0.643 2.299 1.631
C -1.981 1.978 2.158
C -2.022 0.515 2.620
N -1.321 -0.377 1.697
C -2.097 -1.256 0.970
C -1.665 -2.587 0.847
F -0.450 -2.855 1.371
C -2.420 -3.569 0.228
F -1.959 -4.815 0.129
C -3.680 -3.242 -0.283
F -4.440 -4.185 -0.830
C -4.116 -1.917 -0.245
F -5.269 -1.576 -0.809
C -3.325 -0.952 0.362
F -3.686 0.349 0.309
C -0.725 3.400 0.655
C -1.413 2.902 -0.628
N -0.772 1.630 -0.942
C -0.576 1.237 -2.226
C -1.484 1.322 -3.302
F -2.684 1.871 -3.075
C -1.176 0.801 -4.552
F -2.078 0.832 -5.524
C 0.072 0.215 -4.789
F 0.370 -0.273 -5.989
C 1.008 0.143 -3.758
F 2.203 -0.414 -3.944
C 0.671 0.665 -2.526
F 1.593 0.724 -1.483
H -0.140 3.405 3.379
H 1.232 2.928 2.356
H 0.416 1.718 3.346
H -2.716 2.122 1.368
H -2.243 2.642 2.990
H -3.066 0.206 2.746
H -1.523 0.418 3.594
H 0.300 3.697 0.402
H -1.249 4.267 1.073
H -1.241 3.628 -1.429
H -2.499 2.799 -0.509
C 1.871 -3.129 -0.904
C 1.780 -1.801 -0.223
O 0.651 -1.227 -0.286
C 2.920 -1.244 0.448
C 4.175 -1.906 0.394
C 5.273 -1.441 1.068
C 5.172 -0.293 1.860
C 3.983 0.389 1.924
C 2.838 -0.040 1.223
O 1.751 0.686 1.340
H 0.888 -3.381 -1.294
H 2.187 -3.895 -0.201
H 2.589 -3.109 -1.722
H 4.267 -2.795 -0.206
H 6.214 -1.962 0.995
H 6.030 0.056 2.417
H 3.889 1.282 2.525

Cartesian forces, eV/Å:
-1.5 -0.1 -1.0
0.3 0.3 0.5
-0.3 1.0 0.6
-0.6 -0.5 0.4
-0.1 0.1 0.6
-0.8 0.8 0.6
-0.9 -1.5 -0.4
0.2 0.4 0.2
-0.6 -0.6 -0.1
-0.1 0.1 0.0
-0.1 0.1 0.0
0.2 0.1 0.1
0.2 0.2 0.0
0.1 -0.2 0.1
0.1 -0.1 0.1
0.5 0.2 0.0
-0.3 -0.4 0.0
-0.2 0.4 -0.6
0.0 0.2 0.1
-1.0 1.3 0.0
0.5 -0.4 -1.9
0.3 -0.2 0.6
0.1 -0.1 -0.2
0.3 0.0 0.0
0.1 0.1 0.1
0.0 0.1 0.3
-0.1 0.0 0.2
-0.1 0.0 0.0
-0.1 0.1 -0.1
-0.2 0.5 0.3
-0.2 0.0 -1.1
-0.1 0.0 -0.1
-0.1 0.0 0.0
0.0 0.1 0.0
0.1 0.0 0.0
0.1 0.1 -0.1
0.2 0.1 0.1
-0.2 0.1 -0.1
-0.1 0.0 0.1
0.1 -0.1 0.1
0.0 0.0 0.1
0.2 0.1 0.0
-0.3 0.1 0.0
0.3 -0.6 -0.4
1.1 -1.7 -0.4
0.0 0.6 0.5
-0.2 0.1 0.0
0.0 -0.1 0.0
-0.2 -0.2 -0.2
-0.5 0.1 -0.1
1.7 -0.6 0.2
2.0 0.3 1.0
0.0 0.0 0.0
0.0 -0.1 0.1
0.1 0.1 0.0
0.0 -0.1 0.0
0.1 -0.1 0.0
0.0 0.0 0.0
0.0 0.1 0.0

***

> Among the records above, which one has the lowest ΔE to the lowest compared entry with this formula, charge and spin?

C25H18BrClCrN3O2

***

> What is the formula in the first record?

C25H17N6O4Pb

***

> Which value of charge does entry 2 give?

+1